{"formula": "C32H54Br2N3O25P2", "method": "wB97M-V/def2-TZVPD", "elements": ["C", "C", "C", "P", "Br", "C", "C", "O", "C", "O", "C", "C", "O", "Br", "O", "C", "N", "C", "C", "O", "C", "C", "N", "C", "C", "C", "O", "C", "O", "P", "N", "O", "O", "O", "H", "H", "H", "H", "H", "H", "H", "H", "H", "H", "H", "H", "H", "H", "H", "H", "H", "H", "H", "H", "H", "H", "H", "H", "H", "H", "H", "H", "H", "H", "H", "H", "H", "H", "C", "C", "O", "C", "O", "O", "H", "H", "H", "H", "C", "C", "O", "C", "O", "O", "H", "H", "H", "H", "C", "C", "O", "C", "O", "O", "H", "H", "H", "H", "C", "C", "O", "C", "O", "O", "H", "H", "H", "H", "C", "C", "O", "C", "O", "O", "H", "H", "H", "H"], "xyz": [[0.87931, 2.36423, 1.97257], [0.48224, 2.09588, 0.74329], [-0.49211, 0.94486, 0.56479], [0.24590, -0.78950, 0.15143], [1.53629, 0.31971, -1.50307], [1.54736, -0.80568, 1.51880], [2.88722, -0.13949, 1.32413], [3.81683, -0.90846, 0.49479], [4.81496, -0.19349, 0.01969], [5.38717, -0.58736, -0.93109], [0.70152, -2.59302, -0.44270], [2.05968, -2.92226, -1.00439], [2.50560, -2.70637, -2.02926], [3.23451, -4.06913, 0.19419], [-0.82349, -1.61282, 1.25660], [-2.15443, -1.86024, 0.81459], [-2.54439, -3.18172, 1.19782], [-1.93396, -4.32920, 0.50095], [-2.87263, -5.55257, 0.70675], [-2.88026, -0.88716, 1.57275], [-4.04127, -1.29248, 2.26466], [-5.26468, -1.64597, 1.38104], [-6.44750, -1.69934, 2.27838], [-7.60164, -0.92087, 1.78621], [-8.85031, -1.78853, 1.45469], [-9.43167, -1.23694, 0.12807], [-9.86889, -1.61569, 2.44192], [-2.23542, -1.33036, -0.71666], [-3.17712, -0.26112, -0.69859], [-2.91592, -2.34366, -2.13120], [-3.90153, -3.49796, -1.76862], [-1.73771, -2.97528, -3.06555], [-3.65181, -1.29487, -3.14203], [-1.00228, -0.88152, -1.14202], [0.26081, 2.02892, 2.80715], [1.82528, 2.85583, 2.19233], [0.82970, 2.76674, -0.02880], [-1.06528, 0.91770, 1.49846], [-1.12004, 1.21565, -0.28354], [1.70282, -1.85550, 1.80226], [1.06901, -0.35445, 2.39570], [2.89630, 0.89052, 0.97113], [3.37526, -0.09729, 2.31956], [5.12932, 0.73633, 0.52638], [-0.02219, -3.00946, -1.14607], [0.59016, -3.19928, 0.45437], [-2.25762, -3.28671, 2.16577], [-1.74999, -4.19662, -0.56278], [-1.00334, -4.59833, 1.02042], [-3.23131, -5.46426, 1.74366], [-2.29032, -6.47868, 0.66054], [-3.74680, -5.54075, 0.05281], [-3.88961, -2.04810, 3.04979], [-4.37588, -0.40588, 2.82585], [-5.09383, -2.67595, 1.04319], [-5.38264, -0.95085, 0.54909], [-6.76904, -2.66000, 2.29162], [-7.37598, -0.25977, 0.94316], [-7.93629, -0.26932, 2.61093], [-8.59078, -2.84055, 1.30014], [-9.43030, -0.14175, 0.20367], [-10.46433, -1.56609, -0.03201], [-8.81381, -1.51397, -0.73354], [-9.98266, -2.43782, 2.93261], [-2.92080, 0.37740, -1.37861], [-3.98612, -3.53258, -0.75584], [-1.49737, -2.25667, -3.67948], [-4.54798, -1.15661, -2.80531], [3.60019, 5.42159, -0.61653], [3.08052, 6.83111, -0.55251], [1.67596, 6.64366, -0.33456], [1.51634, 5.41188, 0.23300], [0.50334, 4.99100, 0.68530], [2.67768, 4.70901, 0.20665], [4.60592, 5.33318, -0.23589], [3.56244, 5.00960, -1.62129], [3.49627, 7.38987, 0.28528], [3.26082, 7.38455, -1.47313], [5.72403, 1.45803, -3.32388], [5.68123, 2.34867, -4.54056], [5.34083, 3.62243, -3.98474], [5.72032, 3.61582, -2.68459], [5.72964, 4.57580, -1.97837], [6.08834, 2.37705, -2.28398], [6.45607, 0.65917, -3.41054], [4.75374, 1.02150, -3.08326], [6.65155, 2.43043, -5.03656], [4.93760, 2.03142, -5.26785], [8.39184, 0.76919, -0.36400], [9.21483, -0.09719, -1.27954], [10.39895, 0.68581, -1.46485], [10.51257, 1.52142, -0.39740], [11.47254, 2.18465, -0.16422], [9.39053, 1.49822, 0.36165], [7.76847, 0.18860, 0.31026], [7.76334, 1.47495, -0.90659], [9.48864, -1.05056, -0.82307], [8.72262, -0.29089, -2.22957], [8.45944, 7.05653, 0.25407], [7.94839, 8.47578, 0.31328], [6.54928, 8.29430, 0.53303], [6.37822, 7.07188, 1.10565], [5.35519, 6.67984, 1.56348], [7.53065, 6.35793, 1.08184], [9.47221, 6.95581, 0.63814], [8.41844, 6.63711, -0.75327], [8.36737, 9.03754, 1.15122], [8.12751, 9.02744, -0.60718], [-11.05092, -6.41218, 1.06953], [-10.17424, -7.22578, 0.14884], [-9.01741, -6.40206, 0.01146], [-8.95489, -5.59174, 1.09807], [-8.02863, -4.90259, 1.37257], [-10.09771, -5.67234, 1.83249], [-11.67052, -7.02896, 1.71709], [-11.69038, -5.71135, 0.52857], [-9.87746, -8.18076, 0.58798], [-10.63558, -7.40986, -0.81899]], "e_homo_ev": -5.288, "charge": -1, "e_tot_ha": -9127.849735, "gap_ha": 0.2556, "max_force_ev_per_a": 3.7}